# C5H10N3

A gas-phase ion, C5H10N3 (charge +1) in a non-equilibrium geometry (wB97M-V/def2-TZVPD, OMol25).

The maximum force comes out at 0.0667 Eh/bohr. The HOMO energy (alpha / beta) comes out at -10.920 / -10.919 eV. Its frontier orbital gap (alpha / beta) is 7.80 / 7.80 eV. The value obtained for the molecular weight is 112.16 Da. Its total charge is +1.

Geometry as XYZ:
```
18
Properties=species:S:1:pos:R:3:forces:R:3:nbo_charge:R:1
C -1.558 -0.798 0.754 0.7 -2.5 1.9 0.543
C 1.901 -1.040 -1.154 -0.7 1.2 2.2 0.294
C -1.514 0.365 0.009 1.8 1.1 -1.9 -0.337
C 0.050 0.121 -0.149 -0.6 0.1 2.2 -0.256
C -1.918 1.752 0.650 2.2 0.3 -1.1 -0.580
N -1.753 -1.819 1.346 -0.6 1.4 -0.7 -0.541
N 0.614 -0.734 -1.079 1.7 -0.5 -0.5 -0.473
N 2.859 -0.768 -0.247 -2.8 0.2 0.0 -0.756
H 2.183 -1.540 -1.977 0.9 -1.7 -2.9 0.199
H -1.989 0.020 -0.963 0.2 1.1 0.8 0.280
H 0.734 0.223 0.743 -1.4 0.3 -0.9 0.195
H -1.123 2.126 1.420 -1.4 -0.9 -1.6 0.242
H -2.769 1.423 1.165 -1.7 0.7 0.9 0.222
H -2.087 2.566 -0.156 0.2 -1.6 1.5 0.259
H -1.327 -2.682 1.636 0.4 0.1 0.0 0.447
H 0.101 -1.147 -1.847 -0.3 0.4 0.0 0.431
H 3.823 -0.748 -0.374 1.5 -0.3 -0.8 0.430
H 2.559 -0.514 0.656 -0.1 0.5 1.0 0.398
```
Forces are in eV/Å.

=====

# C5H10N3

A gas-phase ion, C5H10N3 (charge +1) in a non-equilibrium geometry (wB97M-V/def2-TZVPD, OMol25).

The maximum force comes out at 0.1090 Eh/bohr. The HOMO energy comes out at -14.077 eV. Its SMILES is CC[n+]1cccn1N. Its frontier orbital gap is 10.90 eV. The value obtained for the molecular weight is 112.16 Da. Its total charge is +1.

Geometry as XYZ:
```
18
Properties=species:S:1:pos:R:3:forces:R:3:nbo_charge:R:1
C -0.146 -2.594 0.182 0.8 0.3 -2.1 -0.665
C -0.116 -1.448 -0.743 -0.3 4.4 -3.4 -0.144
N 0.136 0.056 0.043 1.3 -3.7 -0.7 -0.112
C 1.011 0.274 1.015 0.0 0.8 0.7 0.011
C 0.926 1.582 1.445 -0.8 -1.4 -1.7 -0.273
C 0.060 2.176 0.575 0.6 -1.0 0.5 -0.017
N -0.403 1.218 -0.266 0.0 2.0 -0.7 0.030
N -1.294 1.351 -1.310 -0.5 0.6 -1.9 -0.633
H 0.729 -3.182 0.158 1.1 -0.8 -0.6 0.242
H -0.985 -3.173 -0.023 -1.5 -1.1 -0.1 0.257
H -0.135 -2.267 1.128 -0.7 1.2 3.7 0.240
H -1.055 -1.090 -1.319 1.1 -1.3 1.4 0.249
H 0.645 -1.467 -1.625 -0.8 0.1 2.0 0.242
H 1.819 -0.299 1.354 0.3 -1.8 0.1 0.251
H 1.517 2.011 2.166 1.1 1.0 1.5 0.254
H -0.001 3.221 0.644 -1.3 1.2 -1.1 0.264
H -0.914 1.420 -2.345 -0.2 -0.1 3.0 0.406
H -1.793 2.212 -1.079 -0.2 -0.5 -0.5 0.397
```
Forces are in eV/Å.

=====

# C5H10N3O

A gas-phase ion, C5H10N3O (charge +1) in a non-equilibrium geometry (wB97M-V/def2-TZVPD, OMol25).

The maximum force comes out at 0.1010 Eh/bohr. The HOMO energy comes out at -13.236 eV. Its SMILES is [H]/N=C1/CC=NC[C@]1([NH3+])O. Its frontier orbital gap is 9.67 eV. The value obtained for the molecular weight is 128.16 Da. Its total charge is +1.

Geometry as XYZ:
```
19
Properties=species:S:1:pos:R:3:forces:R:3:nbo_charge:R:1
H -3.018 -0.345 -0.370 2.3 0.8 1.3 0.398
N -2.341 0.102 0.356 -5.1 -0.7 -0.6 -0.557
C -1.139 0.014 0.476 3.9 -0.1 -2.3 0.257
C -0.364 0.737 1.516 1.3 0.8 3.9 -0.602
C 0.881 1.549 1.067 -1.7 -1.9 -0.5 0.155
N 1.224 1.463 -0.136 2.1 1.8 0.3 -0.416
C 0.725 0.645 -1.200 1.1 -1.1 3.4 -0.282
C -0.157 -0.484 -0.712 -1.7 -1.5 0.8 0.349
N 0.817 -1.547 -0.151 -0.3 0.6 1.8 -0.704
O -0.773 -1.219 -1.718 -0.2 0.5 0.1 -0.693
H 0.033 0.109 2.421 -0.7 0.3 -1.6 0.249
H -1.007 1.421 2.108 0.0 -0.3 -0.6 0.294
H 1.476 2.099 1.838 -0.6 -0.2 -0.9 0.227
H 1.642 0.164 -1.506 0.3 0.0 -1.3 0.206
H 0.328 1.276 -1.908 -1.1 1.0 -2.0 0.259
H 0.492 -2.522 0.012 -0.5 0.9 -0.4 0.465
H 1.139 -1.173 0.777 0.2 -0.5 -1.0 0.452
H 1.568 -1.580 -0.819 0.8 -0.2 -0.2 0.440
H -1.525 -0.709 -2.049 0.0 -0.1 -0.2 0.504
```
Forces are in eV/Å.

=====

# C5H10N3O2

2 unconnected molecules or ions with the total composition C5H10N3O2 in a non-equilibrium geometry (wB97M-V/def2-TZVPD, OMol25).

The maximum force comes out at 0.1128 Eh/bohr. The HOMO energy comes out at -14.384 eV. Its frontier orbital gap is 7.57 eV. The value obtained for the molecular weight is 144.15 Da. Its total charge is +1.

Geometry as XYZ:
```
20
Properties=species:S:1:pos:R:3:forces:R:3:nbo_charge:R:1
C 3.025 -0.525 -0.051 -0.7 -2.9 -0.4 -0.610
C 1.873 0.382 -0.263 -0.4 4.1 -0.5 -0.387
C 0.516 -0.148 0.213 0.4 -0.3 0.1 -0.419
C -0.656 0.634 -0.396 0.5 -2.4 -2.6 -0.457
C -1.986 0.276 0.288 4.3 -1.6 3.6 -0.080
N -3.915 1.850 0.228 2.9 -1.6 -0.5 0.404
N -2.993 1.220 0.160 -3.9 1.6 0.8 0.116
N -2.468 -1.172 -0.129 -0.8 3.3 -0.3 0.562
O -2.830 -1.801 0.786 -0.4 -2.1 1.5 -0.263
O -2.539 -1.312 -1.298 0.2 -1.0 -1.5 -0.279
H 3.981 -0.079 -0.349 -0.3 -0.2 0.3 0.243
H 2.802 -1.464 -0.743 0.9 1.5 1.6 0.207
H 2.986 -0.826 1.056 0.6 0.1 -1.6 0.215
H 2.129 1.347 0.415 -0.9 -1.7 -1.7 0.205
H 1.745 0.787 -1.360 0.6 -0.9 1.9 0.207
H 0.468 0.125 1.214 0.0 0.4 2.4 0.200
H 0.496 -1.254 0.299 -0.4 0.4 -1.0 0.232
H -0.415 1.669 -0.288 -0.1 0.8 -0.1 0.254
H -0.586 0.295 -1.537 -1.1 1.2 2.2 0.284
H -1.633 -0.004 1.755 -1.5 1.3 -4.2 0.368
```
Forces are in eV/Å.

=====

# C5H10N3O2

A gas-phase ion, C5H10N3O2 (charge +1) in a non-equilibrium geometry (wB97M-V/def2-TZVPD, OMol25).

The maximum force comes out at 0.0968 Eh/bohr. The HOMO energy (alpha / beta) comes out at -13.390 / -13.389 eV. Its frontier orbital gap (alpha / beta) is 8.86 / 8.86 eV. The value obtained for the molecular weight is 144.15 Da. Its total charge is +1.

Geometry as XYZ:
```
20
Properties=species:S:1:pos:R:3:forces:R:3:nbo_charge:R:1
C -0.135 1.369 0.251 0.6 -2.5 -0.2 0.753
C 1.902 0.204 -0.226 -2.7 -2.1 1.3 0.607
C -0.785 -0.110 -0.008 -2.0 4.3 1.4 -0.039
C -1.758 -0.274 1.177 -0.3 3.8 -0.3 -0.615
C -1.602 0.180 -1.322 1.4 -1.5 -1.7 -0.615
N 1.324 1.376 -0.081 0.7 -1.5 0.1 -0.642
N 0.214 -1.029 -0.192 3.2 -0.8 -3.2 -0.038
N 3.119 -0.298 -0.206 -3.3 1.7 -0.2 -0.718
O -0.671 2.291 0.708 -0.3 1.1 0.1 -0.447
O 0.213 -2.021 0.674 0.4 -0.1 1.9 -0.473
H -2.616 0.433 0.963 0.9 -0.8 0.1 0.244
H -1.476 -0.002 2.196 0.7 -0.3 -0.3 0.241
H -2.135 -1.204 1.145 -1.4 -3.4 0.1 0.228
H -2.572 -0.325 -1.503 0.4 0.2 1.0 0.254
H -0.953 -0.332 -2.128 -0.8 1.5 0.7 0.237
H -1.737 1.267 -1.443 0.1 -0.6 -0.3 0.236
H 1.811 2.229 0.128 0.2 0.6 -0.1 0.444
H 3.864 0.286 -0.067 2.4 1.9 0.3 0.410
H 3.363 -1.230 -0.360 -0.3 -1.8 -0.3 0.435
H 0.629 -2.812 0.292 -0.1 0.4 -0.4 0.500
```
Forces are in eV/Å.

=====

# C5H10N3O2S

A gas-phase ion, C5H10N3O2S (charge +1) in a non-equilibrium geometry (wB97M-V/def2-TZVPD, OMol25).

The maximum force comes out at 0.0939 Eh/bohr. The HOMO energy comes out at -13.722 eV. Its SMILES is Cc1n(C)cc[n+]1S(N)(=O)=O. Its frontier orbital gap is 10.79 eV. The value obtained for the molecular weight is 176.22 Da. Its total charge is +1.

Geometry as XYZ:
```
21
Properties=species:S:1:pos:R:3:forces:R:3:nbo_charge:R:1
C -0.083 -1.189 -1.231 4.2 0.0 -1.8 -0.677
C -0.181 0.055 -0.530 0.6 -0.6 1.2 0.472
N 0.865 0.817 -0.273 -0.1 1.1 -0.1 -0.289
C 2.214 0.658 -0.701 2.7 -2.9 -1.5 -0.447
C 0.443 1.865 0.481 -1.9 2.2 2.0 -0.045
C -0.924 1.702 0.717 3.7 2.8 1.2 -0.055
N -1.236 0.557 0.131 -1.8 -1.7 -1.6 -0.541
S -2.873 0.000 -0.193 -0.8 0.5 -0.9 2.437
N -3.500 0.262 1.261 -2.3 -0.2 1.3 -1.107
O -2.676 -1.389 -0.425 -0.6 0.3 0.3 -0.896
O -3.443 0.889 -1.166 1.0 -0.8 1.2 -0.851
H 1.017 -1.641 -1.202 -2.5 0.9 0.3 0.259
H -0.825 -1.829 -0.952 -1.4 -2.0 0.5 0.283
H -0.201 -0.903 -2.262 -0.2 -0.4 -0.9 0.264
H 2.720 -0.337 -0.325 -1.4 1.7 -0.8 0.244
H 2.504 0.781 -1.806 -1.4 -0.5 1.3 0.256
H 2.813 1.396 -0.277 0.7 1.4 1.1 0.242
H 1.013 2.715 0.948 -0.2 -1.4 -1.0 0.268
H -1.451 2.381 1.387 -0.5 -0.7 -0.6 0.274
H -4.232 1.031 1.335 1.4 -1.3 -0.5 0.453
H -3.858 -0.623 1.723 0.8 1.3 -0.7 0.455
```
Forces are in eV/Å.

=====

# C5H10N3O3

A gas-phase ion, C5H10N3O3 (charge +1) in a non-equilibrium geometry (wB97M-V/def2-TZVPD, OMol25).

The maximum force comes out at 0.0864 Eh/bohr. The HOMO energy comes out at -14.409 eV. Its SMILES is O=C(O)CNC1=[NH+]COCN1. Its frontier orbital gap is 7.39 eV. The value obtained for the molecular weight is 160.15 Da. Its total charge is +1.

Geometry as XYZ:
```
21
Properties=species:S:1:pos:R:3:forces:R:3:nbo_charge:R:1
O 3.550 -1.375 1.138 -1.0 3.2 -2.9 -0.472
C 3.175 -0.430 0.435 1.1 -1.9 1.7 0.760
O 4.042 0.406 -0.330 -2.5 -0.9 2.0 -0.652
C 1.616 -0.077 0.410 -0.2 1.8 -1.1 -0.309
N 0.828 -0.950 -0.558 -0.5 0.1 0.3 -0.713
C -0.498 -0.677 -0.615 -1.5 0.2 -1.3 1.005
N -1.543 -1.435 0.083 1.6 0.9 -1.2 -0.706
C -2.238 -0.387 0.951 -0.8 0.3 0.5 0.076
O -1.429 0.810 0.981 -0.9 -0.9 -1.6 -0.511
C -1.424 1.474 -0.310 0.7 1.8 0.0 0.065
N -0.961 0.514 -1.396 0.5 -0.7 2.8 -0.704
H 3.645 1.309 -0.250 0.6 -0.8 -0.5 0.491
H 1.501 0.995 0.008 0.2 -1.3 0.9 0.210
H 1.091 -0.170 1.416 1.2 0.0 -1.2 0.260
H 1.263 -1.665 -1.159 -0.4 -0.2 1.1 0.485
H -2.225 -1.860 -0.569 0.5 0.1 0.4 0.432
H -3.290 -0.215 0.548 1.3 0.1 0.6 0.192
H -2.283 -0.776 2.021 0.2 0.4 -1.6 0.246
H -2.419 1.948 -0.595 1.1 -0.8 0.5 0.215
H -0.629 2.302 -0.223 -1.4 -1.3 0.0 0.219
H -1.771 0.260 -1.987 0.3 -0.3 0.7 0.413
```
Forces are in eV/Å.

=====

# C5H10N4

3 unconnected molecules or ions with the total composition C5H10N4 in a non-equilibrium geometry (wB97M-V/def2-TZVPD, OMol25).

The maximum force comes out at 0.0355 Eh/bohr. The HOMO energy (alpha / beta) comes out at -7.408 / -7.069 eV. Its frontier orbital gap (alpha / beta) is 8.04 / 7.07 eV. The value obtained for the molecular weight is 126.16 Da.

Geometry as XYZ:
```
19
Properties=species:S:1:pos:R:3:forces:R:3:nbo_charge:R:1
C 1.859 1.762 -0.457 -0.1 0.1 -0.2 -0.719
N -0.395 -0.611 -0.608 0.4 0.9 0.7 -0.279
C -0.824 0.177 0.271 -1.2 -0.6 -1.3 0.616
C 1.629 0.356 -0.049 1.3 0.2 0.2 0.098
N -0.164 -1.954 -0.420 -0.1 -0.2 0.2 -0.625
C -2.921 -0.714 -0.211 -0.7 0.0 0.6 0.047
C 2.461 -0.558 0.391 0.0 -0.1 -0.2 -0.533
N -1.170 1.189 0.875 0.1 -0.3 0.2 -0.702
N -3.829 -0.142 0.400 0.2 0.0 -0.2 -0.627
H -0.751 -2.369 0.295 -0.1 0.1 -0.1 0.361
H -0.271 -2.428 -1.306 0.0 0.1 0.1 0.373
H -0.436 1.723 1.326 0.1 0.0 0.0 0.391
H -3.522 0.632 0.999 0.1 0.0 0.0 0.374
H -3.111 -1.555 -0.894 0.2 0.1 -0.1 0.156
H 2.934 1.973 -0.556 -0.1 -0.1 0.0 0.217
H 1.382 1.971 -1.417 0.0 0.0 0.0 0.230
H 1.454 2.478 0.264 0.0 -0.1 0.0 0.211
H 3.532 -0.358 0.489 -0.1 0.1 0.1 0.193
H 2.143 -1.572 0.608 0.0 0.0 0.0 0.219
```
Forces are in eV/Å.

=====

# C5H10N4

C5H10N4 in the gas phase in a non-equilibrium geometry (wB97M-V/def2-TZVPD, OMol25).

The maximum force comes out at 0.0464 Eh/bohr. The HOMO energy comes out at -8.146 eV. Its SMILES is [H]/N=C1/NC[C@]2(C)CN2N1. Its frontier orbital gap is 9.03 eV. The value obtained for the molecular weight is 126.16 Da.

Geometry as XYZ:
```
19
Properties=species:S:1:pos:R:3:forces:R:3:nbo_charge:R:1
H 2.341 1.341 1.743 -0.1 -0.4 0.1 0.332
N 2.056 0.356 1.730 0.7 1.1 0.8 -0.761
C 1.156 0.166 0.863 0.9 0.3 -1.0 0.569
N 0.780 -1.112 0.621 -1.1 -0.2 -0.6 -0.615
C -0.320 -1.569 -0.232 0.4 -1.2 0.0 -0.198
C -0.986 -0.314 -0.597 -1.2 0.8 0.0 0.035
C -1.893 0.276 0.484 0.5 0.1 -0.5 -0.631
C -1.219 0.442 -1.844 0.4 0.5 1.0 -0.194
N 0.100 0.495 -1.135 -0.3 -1.0 -0.3 -0.307
N 0.631 1.180 0.016 -2.4 -0.3 -0.2 -0.488
H 1.397 -1.776 1.018 0.3 -0.5 0.5 0.411
H 0.077 -2.104 -1.108 -0.2 0.1 0.2 0.204
H -0.940 -2.218 0.386 -0.2 -0.3 -0.2 0.192
H -1.721 -0.133 1.444 0.4 -0.4 1.1 0.216
H -2.925 0.102 0.251 -0.6 -0.3 -0.3 0.214
H -1.761 1.342 0.527 0.1 0.5 0.2 0.229
H -1.223 -0.081 -2.763 0.8 -0.1 -1.1 0.210
H -1.914 1.273 -1.828 -0.2 -0.1 0.3 0.203
H 1.271 1.814 -0.343 1.8 1.2 0.0 0.381
```
Forces are in eV/Å.

=====

# C5H10N4

C5H10N4 in the gas phase in a non-equilibrium geometry (wB97M-V/def2-TZVPD, OMol25).

The maximum force comes out at 0.1436 Eh/bohr. The HOMO energy comes out at -8.175 eV. Its SMILES is [H]/N=C(N)/C(C)=C(\N)N=C. Its frontier orbital gap is 9.00 eV. The value obtained for the molecular weight is 126.16 Da.

Geometry as XYZ:
```
19
Properties=species:S:1:pos:R:3:forces:R:3:nbo_charge:R:1
H -3.447 -0.640 1.129 0.1 0.2 -0.1 0.325
N -2.427 -0.653 1.204 0.3 -0.1 0.2 -0.746
C -1.826 -0.167 0.195 1.6 -2.4 2.0 0.453
N -2.454 0.207 -0.950 0.2 1.0 -1.4 -0.856
C -0.003 -0.457 0.293 -6.8 1.6 0.6 0.023
C 0.411 -1.407 1.337 0.4 -0.2 0.1 -0.662
C 0.407 0.555 -0.369 7.2 -1.2 -1.2 0.316
N 0.089 1.468 -1.320 -1.2 0.1 -1.3 -0.855
N 2.113 0.095 -0.798 -1.1 1.3 0.0 -0.499
C 3.121 0.404 -0.103 -0.8 -0.2 0.8 -0.112
H -2.077 0.999 -1.457 0.3 -0.3 0.1 0.404
H -3.467 0.239 -0.950 0.2 -0.2 0.4 0.379
H 1.457 -1.264 1.625 -0.1 -0.1 -0.3 0.231
H 0.255 -2.436 1.006 0.0 0.1 0.1 0.237
H -0.181 -1.237 2.242 -0.2 0.0 -0.3 0.264
H 0.214 0.988 -2.219 -0.1 0.4 0.2 0.397
H 0.653 2.311 -1.345 0.0 -0.3 0.4 0.398
H 3.010 0.772 0.941 0.3 0.1 -0.5 0.136
H 4.152 0.224 -0.462 -0.5 0.0 0.0 0.165
```
Forces are in eV/Å.